Version a
This record from the Open Molecules 2025 dataset describes 2 unconnected molecules or ions with the total composition C2H9N4. The level of theory is ωB97M-V/def2-TZVPD.

Computed properties:
**LUMO energy**: -4.695 eV
**Frontier orbital gap**: 9.5281 eV
**HOMO level**: -0.5227 Ha
**Charge**: +1

XYZ file:
```
15
C2H9N4 | the Open Molecules 2025 dataset | ωB97M-V/def2-TZVPD
C 0.56109 -0.05806 -0.29141
C -0.95080 -0.07274 -0.01024
N 1.08695 -1.13371 0.47845
N -1.51450 -1.21072 -0.35662
N -1.37439 1.01757 0.40056
N 1.10861 1.26219 0.01693
H 0.68172 -0.52340 -1.28104
H 0.84613 -1.02590 1.46221
H 2.10120 -1.31130 0.32008
H -2.38997 -1.39492 -0.03037
H -0.80929 -1.86803 -0.63316
H -0.49087 1.68652 0.63616
H -2.38089 1.28627 0.48761
H 2.08607 1.28070 0.25852
H 1.43894 2.06554 -1.45768
```

Mulliken atomic charge list, values in e, 4 entries: C 0.1574; C 0.3160; N -0.5919; N -0.3379

Version b
This record from the Open Molecules 2025 dataset describes 2 unconnected molecules or ions with the total composition C2H9N4. The level of theory is ωB97M-V/def2-TZVPD.

Computed properties:
**LUMO energy**: -4.674 eV
**Frontier orbital gap**: 8.9815 eV
**HOMO level**: -0.5018 Ha
**Charge**: +1

XYZ file:
```
15
C2H9N4 | the Open Molecules 2025 dataset | ωB97M-V/def2-TZVPD
C -0.26468 0.19494 0.08441
C 0.21993 1.01887 1.25551
N -0.82698 0.79421 -0.89029
N -0.05055 2.31812 1.18879
N 0.92211 0.37017 2.20383
N -0.17757 -2.29302 -2.35276
H -0.16033 -0.87225 0.12378
H -1.12790 0.22272 -1.64451
H 0.23922 2.98465 1.97146
H -0.44727 2.79860 0.37476
H 1.02993 -0.62940 2.26934
H 1.07995 0.95665 3.09602
H -1.05914 -2.78412 -2.33188
H 0.57585 -2.88166 -2.03977
H 0.04744 -2.19848 -3.30868
```

Mulliken atomic charge list, values in e, 4 entries: C -0.0184; C 0.4830; N -0.4918; N -0.3455

Relative to the most stable structure, the computed energies are version a 2.985; version b 0.000, all in eV.

Version a
This record from the Open Molecules 2025 dataset describes 2 unconnected molecules or ions with the total composition C2H9N4. The level of theory is ωB97M-V/def2-TZVPD.

Computed properties:
**LUMO energy**: -2.879 eV
**Frontier orbital gap**: 11.4783 eV
**HOMO level**: -0.5276 Ha
**Charge**: +1

XYZ file:
```
15
C2H9N4 | the Open Molecules 2025 dataset | ωB97M-V/def2-TZVPD
C 1.27973 -0.15220 -0.05986
C -2.53855 0.08176 0.45158
N 2.53574 -0.41063 0.16261
N 0.77819 1.10068 0.21457
N -1.83704 0.84056 -0.24518
N 0.45075 -1.09561 -0.48493
H -3.69720 -0.14338 0.44572
H -1.96478 -0.79549 0.97796
H 3.24666 0.28994 0.16755
H 2.77703 -1.42255 0.03528
H 1.25129 1.79261 0.82102
H -0.11827 1.32283 -0.10370
H -2.31938 1.33049 -0.96442
H -0.51197 -0.81817 -0.29805
H 0.66780 -1.92084 -1.12014
```

Mulliken atomic charge list, values in e, 4 entries: C 0.5594; C -0.1233; N -0.3427; N -0.3073

Version b
This record from the Open Molecules 2025 dataset describes a molecular structure, C2H9N4. The level of theory is ωB97M-V/def2-TZVPD.

Computed properties:
**LUMO energy (spin up / spin down)**: -4.820 / -4.820 eV
**Frontier orbital gap (spin up / spin down)**: 8.2758 / 8.2765 eV
**HOMO level (spin up / spin down)**: -0.4813 / -0.4813 Ha
**Charge**: +1

XYZ file:
```
15
C2H9N4 | the Open Molecules 2025 dataset | ωB97M-V/def2-TZVPD
C -1.04034 0.93900 -1.47445
C 0.36768 -0.63474 -0.38881
N -0.11687 -1.79432 1.90004
N -0.55529 -0.61613 1.24688
N 0.06445 0.70732 -0.86956
N 0.87006 1.72505 -0.41407
H -1.27900 1.97504 -1.72472
H -0.84705 -2.53524 1.91259
H -1.72861 0.22056 -1.91144
H 1.36465 -0.90497 0.10148
H -0.14090 -1.37536 -0.97330
H 0.83489 -2.07785 1.81551
H 0.60931 2.62325 -0.78651
H 1.82861 1.49130 -0.08411
H -0.23159 0.25709 1.65049
```

Mulliken atomic charge list, values in e, 4 entries: C -0.0235; C -0.5604; N -0.4061; N -0.2739

Version c
This record from the Open Molecules 2025 dataset describes 2 unconnected molecules or ions with the total composition C2H9N4. The level of theory is ωB97M-V/def2-TZVPD.

Computed properties:
**LUMO energy**: -3.224 eV
**Frontier orbital gap**: 9.6820 eV
**HOMO level**: -0.4743 Ha
**Charge**: +1

XYZ file:
```
15
C2H9N4 | the Open Molecules 2025 dataset | ωB97M-V/def2-TZVPD
C 1.70177 0.05517 -0.02802
C -2.38581 -0.94467 0.47383
N 0.62221 0.73177 -0.12494
N 1.60593 -1.25559 0.07494
N -1.77968 -0.27958 -0.40077
N 0.58181 2.11168 -0.01932
H 2.76225 0.39724 -0.09461
H -3.28321 -1.43812 0.32339
H -1.63591 -1.11287 1.31452
H -0.38544 0.28391 -0.20141
H 2.45292 -1.79437 0.29051
H 0.66844 -1.60532 0.44560
H -2.11740 -0.26104 -1.44443
H -0.23020 2.57523 -0.55912
H 1.42232 2.53656 -0.05018
```

Mulliken atomic charge list, values in e, 4 entries: C 0.1884; C -0.2542; N 0.1409; N -0.3613

Relative to the most stable structure, the computed energies are version a 0.000; version b 4.548; version c 2.074, all in eV.